17
Properties=species:S:1:pos:R:3:forces:R:3:mulliken_charge:R:1 method="wB97M-V/def2-TZVPD" total_charge=0 relative_energy_kj_mol=162.7 lumo_ev=1.027 energy_ev=-5378.253 homo_energy_ev=-10.0 multiplicity=1
C 1.495416 -1.209879 -3.394478 -0.08 -0.20 0.01 -0.4439
C 2.369840 -1.014511 -4.377416 -0.13 -0.23 0.98 -0.4274
H 1.557016 -2.124415 -2.812835 0.36 0.19 0.24 0.1856
H 0.687270 -0.569329 -3.070405 -0.23 0.18 -0.62 0.2366
H 3.232274 -1.662065 -4.320131 0.05 -0.25 -0.77 0.1977
H 2.338347 -0.241003 -5.126155 0.02 0.32 0.16 0.2507
C -1.303270 -0.604132 2.100323 -0.90 0.07 0.21 -1.0722
C -1.544737 0.850315 2.477923 0.45 0.92 0.49 -0.2329
C -0.453294 1.742291 1.831700 -0.12 -1.53 -0.44 -0.9982
H -2.145687 -1.175805 2.511885 0.52 -0.27 0.21 0.2863
H -0.336030 -0.923204 2.494535 -0.20 -0.29 -0.12 0.3148
H -1.372420 -0.790540 1.025721 0.34 0.24 -0.04 0.3208
H -1.497107 0.942254 3.565895 -0.04 -0.07 0.07 0.2651
H -2.562947 1.156132 2.214074 0.21 0.08 -0.23 0.2948
H 0.532539 1.394302 2.171260 -0.19 0.05 -0.03 0.2780
H -0.552019 1.406123 0.793400 0.50 0.76 -0.25 0.2252
H -0.445192 2.823468 1.914705 -0.58 0.05 0.13 0.3188